ORCA calculation (ωB97M-V/def2-TZVPD) on a molecular structure, CH2N2S2 in a non-equilibrium geometry.

Values from the calculation:
**Maximum force**: 3.7 eV/A
**Gap between HOMO and LUMO (alpha / beta)**: 9.43 / 6.21 eV
**Molar mass**: 106.17 u
**HOMO level (alpha / beta)**: -8.93 / -9.76 eV
**Expectation value of S²**: 2.011
**E_tot**: -25715.100 eV

ORCA input file:
```
! wB97M-V def2-TZVPD RIJCOSX def2/J DEFGRID3
* xyz 0 3
C 1.005 -0.506 0.198
N 2.126 -0.586 -0.008
N -0.205 -0.369 0.611
S -1.217 -1.501 0.145
S -0.752 1.850 0.112
H -1.372 -1.213 -1.236
H 0.414 2.324 0.179
*
```

***

ORCA calculation (ωB97M-V/def2-TZVPD) on 2 unconnected molecules or ions with the total composition CH2N3O3 in a non-equilibrium geometry.

Values from the calculation:
**Maximum force**: 5.3 eV/A
**Gap between HOMO and LUMO (alpha / beta)**: 8.62 / 8.63 eV
**Molar mass**: 104.05 u
**HOMO level (alpha / beta)**: -4.49 / -4.49 eV
**E_tot**: -11678.802 eV

ORCA input file:
```
! wB97M-V def2-TZVPD RIJCOSX def2/J DEFGRID3
* xyz -1 1
C -0.274 0.449 0.491
N 0.302 0.006 -0.553
N -0.149 1.934 0.320
N 0.079 -2.028 -0.783
O -0.373 -2.285 -1.858
O -0.893 0.086 1.467
O 0.532 -2.697 0.083
H 0.607 2.070 -0.374
H 0.168 2.465 1.206
*
```

***

ORCA calculation (ωB97M-V/def2-TZVPD) on 2 unconnected molecules or ions with the total composition CH2N3O5 in a non-equilibrium geometry.

Values from the calculation:
**Maximum force**: 4.5 eV/A
**Gap between HOMO and LUMO**: 9.20 eV
**Molar mass**: 136.04 u
**HOMO level**: -5.54 eV
**E_tot**: -15774.268 eV

ORCA input file:
```
! wB97M-V def2-TZVPD RIJCOSX def2/J DEFGRID3
* xyz -1 1
C -1.855 -1.362 1.269
N 0.266 -0.406 0.497
N -0.420 -1.342 0.261
N 1.180 1.488 -1.594
O -2.567 -2.258 0.907
O 1.880 0.425 -1.297
O -1.709 -0.554 2.196
O 1.732 2.387 -2.245
O 0.087 1.594 -1.087
H 0.217 0.277 1.247
H 1.190 -0.250 -0.154
*
```

***

ORCA calculation (ωB97M-V/def2-TZVPD) on 2 unconnected molecules or ions with the total composition CH2N4 in a non-equilibrium geometry.

Values from the calculation:
**Maximum force**: 4.0 eV/A
**Gap between HOMO and LUMO**: 11.10 eV
**Molar mass**: 70.05 u
**HOMO level**: -10.39 eV
**E_tot**: -7026.700 eV

ORCA input file:
```
! wB97M-V def2-TZVPD RIJCOSX def2/J DEFGRID3
* xyz 0 1
C 0.540 0.762 1.606
N -0.031 1.731 1.813
N -0.794 -1.910 -1.986
N -0.545 -1.008 -1.358
N -0.499 0.004 -0.729
H 0.963 -0.165 1.588
H 0.365 0.586 -0.933
*
```

***

ORCA calculation (ωB97M-V/def2-TZVPD) on CH2N4O2 in the gas phase in a non-equilibrium geometry.

Values from the calculation:
**Maximum force**: 5.7 eV/A
**Gap between HOMO and LUMO (alpha / beta)**: 8.31 / 8.59 eV
**Molar mass**: 102.05 u
**HOMO level (alpha / beta)**: -8.28 / -8.35 eV
**E_tot**: -11117.621 eV

ORCA input file:
```
! wB97M-V def2-TZVPD RIJCOSX def2/J DEFGRID3
* xyz 0 1
C 0.988 -0.258 0.076
N 2.194 -0.527 -0.065
N 0.445 1.253 0.024
N -0.809 1.015 0.063
N -1.218 -0.255 0.002
O -0.193 -1.025 -0.025
O -2.397 -0.641 0.036
H 2.335 -1.426 -0.271
H -1.345 1.865 0.160
*
```

***

ORCA calculation (ωB97M-V/def2-TZVPD) on CH2N4O2 in the gas phase in a non-equilibrium geometry.

Values from the calculation:
**Maximum force**: 1.5 eV/A
**Gap between HOMO and LUMO**: 9.38 eV
**Molar mass**: 102.05 u
**HOMO level**: -9.41 eV
**E_tot**: -11119.601 eV

ORCA input file:
```
! wB97M-V def2-TZVPD RIJCOSX def2/J DEFGRID3
* xyz 0 1
C -0.283 0.342 0.165
H -0.966 -2.020 1.828
H 1.117 -0.906 -0.763
N -0.893 -0.247 1.114
N -0.257 1.719 0.027
N 0.509 2.023 -0.893
N 0.389 -0.200 -0.967
O -0.604 -1.640 1.021
O 0.989 0.930 -1.531
*
```